Version P
The following is a quantum chemistry calculation of the molecule C2H5NOS, from OMol25.

Each atom is followed by the atoms it is bonded to, with distances in Å.
Positions of all 10 atoms, in Å:
1 C 1.83 0.25 0.02  S2 1.735, H6 1.082, H7 1.065, H8 1.059
2 S 0.56 -0.94 -0.04  C1 1.735, C3 1.747
3 C -0.86 0.07 0.03  S2 1.747, N4 1.366, O5 1.195
4 N -2.06 -0.58 0.05  C3 1.366, H9 1.010, H10 1.005
5 O -0.72 1.25 -0.07  C3 1.195
6 H 1.81 0.75 0.98  C1 1.082
7 H 2.78 -0.21 -0.10  C1 1.065
8 H 1.62 0.98 -0.71  C1 1.059
9 H -2.88 0.00 -0.05  N4 1.010
10 H -2.08 -1.57 -0.12  N4 1.005

Summary:
HOMO-LUMO gap   10.0 eV
Structure (SMILES)   CSC(N)=O
Net charge   0
Highest occupied orbital energy   -9.20 eV

Version Q
The following is a quantum chemistry calculation of a cluster of 2 separate species, C2H5NOS in total, from OMol25.

Each atom is followed by the atoms it is bonded to, with distances in Å.
Positions of all 10 atoms, in Å:
1 C 0.53 -1.30 -1.06  C2 1.294, H6 1.181, H7 1.016
2 C -0.47 -0.49 -1.12  C1 1.294, H8 1.151, H9 1.066
3 N -1.41 1.14 1.04  S5 1.418
4 O 0.89 1.54 2.25  S5 1.717, H10 0.965
5 S -0.45 2.13 1.35  N3 1.418, O4 1.717
6 H 1.66 -0.96 -1.14  C1 1.181
7 H 0.40 -2.31 -1.05  C1 1.016
8 H -1.52 -0.94 -1.26  C2 1.151
9 H -0.58 0.57 -0.99  C2 1.066
10 H 0.97 0.62 1.97  O4 0.965

Summary:
HOMO-LUMO gap   9.5 eV
Net charge   0
Highest occupied orbital energy   -10.14 eV

Least stable: version Q

Version P
The following is a quantum chemistry calculation of the ion C21H29N4O4 with charge +1, from OMol25.

Each atom is followed by the atoms it is bonded to, with distances in Å.
Positions of all 58 atoms, in Å:
1 C -7.74 0.14 1.46  C2 1.496, H30 1.086, H31 1.089, H32 1.089
2 C -6.60 -0.69 0.95  C1 1.496, C3 1.393, C29 1.383
3 C -6.31 -1.92 1.54  C2 1.393, C4 1.379, H33 1.079
4 C -5.27 -2.69 1.06  C3 1.379, C5 1.388, H34 1.080
5 C -4.49 -2.26 -0.01  C4 1.388, C6 1.386, H35 1.079
6 C -4.78 -1.04 -0.60  C5 1.386, O7 1.380, C29 1.393
7 O -4.10 -0.49 -1.67  C6 1.380, C8 1.404
8 C -2.99 -1.15 -2.21  O7 1.404, C9 1.538, H36 1.094, H37 1.094
9 C -1.73 -0.92 -1.36  C8 1.538, N10 1.441, H38 1.094, H39 1.097
10 N -1.66 0.50 -1.10  C9 1.441, C11 1.340, H40 1.013
11 C -0.64 1.15 -0.53  N10 1.340, C12 1.391, C25 1.446
12 C 0.53 0.49 -0.17  C11 1.391, C13 1.402, H41 1.075
13 C 1.63 1.11 0.43  C12 1.402, N14 1.347, C23 1.433
14 N 2.74 0.42 0.78  C13 1.347, C15 1.441, C22 1.441
15 C 3.15 -0.80 0.14  N14 1.441, C16 1.555, H42 1.085, H43 1.093
16 C 4.36 -0.48 -0.79  C15 1.555, N17 1.435, H44 1.089, H45 1.094
17 N 5.45 0.14 -0.10  C16 1.435, C18 1.449, C21 1.435
18 C 6.34 -0.76 0.61  N17 1.449, C19 1.531, H46 1.100, H47 1.091
19 C 7.15 -1.63 -0.35  C18 1.531, O20 1.414, H48 1.096, H49 1.098
20 O 6.35 -2.71 -0.79  C19 1.414, H50 0.963
21 C 5.01 1.30 0.62  N17 1.435, C22 1.551, H51 1.090, H52 1.095
22 C 3.82 0.97 1.56  N14 1.441, C21 1.551, H53 1.086, H54 1.094
23 C 1.53 2.52 0.70  C13 1.433, C24 1.349, H55 1.076
24 C 0.42 3.20 0.35  C23 1.349, C25 1.428, H56 1.079
25 C -0.71 2.57 -0.27  C11 1.446, C24 1.428, N26 1.333
26 N -1.73 3.38 -0.54  C25 1.333, O27 1.219, O28 1.380
27 O -1.79 4.58 -0.31  N26 1.219
28 O -2.85 2.84 -1.15  N26 1.380, H57 0.977
29 C -5.83 -0.26 -0.12  C2 1.383, C6 1.393, H58 1.079
30 H -7.81 1.08 0.92  C1 1.086
31 H -8.68 -0.40 1.34  C1 1.089
32 H -7.61 0.35 2.52  C1 1.089
33 H -6.90 -2.26 2.37  C3 1.079
34 H -5.05 -3.64 1.52  C4 1.080
35 H -3.69 -2.89 -0.36  C5 1.079
36 H -3.17 -2.23 -2.34  C8 1.094
37 H -2.85 -0.71 -3.20  C8 1.094
38 H -0.85 -1.26 -1.92  C9 1.094
39 H -1.80 -1.48 -0.42  C9 1.097
40 H -2.54 0.97 -1.25  N10 1.013
41 H 0.55 -0.57 -0.33  C12 1.075
42 H 2.36 -1.24 -0.45  C15 1.085
43 H 3.47 -1.52 0.90  C15 1.093
44 H 4.70 -1.41 -1.24  C16 1.089
45 H 4.01 0.20 -1.58  C16 1.094
46 H 5.80 -1.43 1.30  C18 1.100
47 H 7.03 -0.15 1.19  C18 1.091
48 H 8.03 -2.00 0.18  C19 1.096
49 H 7.47 -1.02 -1.20  C19 1.098
50 H 6.89 -3.32 -1.30  O20 0.963
51 H 5.83 1.72 1.20  C21 1.090
52 H 4.68 2.05 -0.11  C21 1.095
53 H 3.51 1.84 2.13  C22 1.086
54 H 4.15 0.20 2.27  C22 1.094
55 H 2.35 3.06 1.13  C23 1.076
56 H 0.35 4.26 0.52  C24 1.079
57 H -3.49 3.57 -1.28  O28 0.977
58 H -6.03 0.68 -0.61  C29 1.079

Summary:
HOMO-LUMO gap   6.0 eV
Structure (SMILES)   Cc1cccc(OCCNc2cc(N3CCN(CCO)CC3)ccc2[N+](=O)O)c1
Net charge   +1
Highest occupied orbital energy   -10.66 eV

Version Q
The following is a quantum chemistry calculation of the ion C21H29N4O4 with charge +1, from OMol25.

Each atom is followed by the atoms it is bonded to, with distances in Å.
Positions of all 58 atoms, in Å:
1 C -0.27 -4.33 -1.00  C2 1.499, H30 1.087, H31 1.089, H32 1.089
2 C 0.30 -3.40 0.03  C1 1.499, C3 1.386, C29 1.391
3 C -0.47 -2.96 1.10  C2 1.386, C4 1.387, H33 1.081
4 C 0.09 -2.13 2.05  C3 1.387, C5 1.377, H34 1.080
5 C 1.40 -1.72 1.94  C4 1.377, C6 1.397, H35 1.078
6 C 2.18 -2.14 0.87  C5 1.397, O7 1.360, C29 1.389
7 O 3.46 -1.67 0.85  C6 1.360, C8 1.409
8 C 4.30 -1.91 -0.25  O7 1.409, C9 1.545, H36 1.096, H37 1.093
9 C 3.95 -1.04 -1.48  C8 1.545, N10 1.439, H38 1.092, H39 1.091
10 N 3.96 0.36 -1.15  C9 1.439, C11 1.348, H40 1.020
11 C 2.99 1.03 -0.50  N10 1.348, C12 1.405, C25 1.423
12 C 1.67 0.56 -0.45  C11 1.405, C13 1.382, H41 1.075
13 C 0.67 1.21 0.24  C12 1.382, N14 1.393, C23 1.405
14 N -0.60 0.63 0.31  C13 1.393, C15 1.433, C22 1.434
15 C -1.55 0.99 1.32  N14 1.433, C16 1.536, H42 1.088, H43 1.098
16 C -2.62 1.94 0.76  C15 1.536, N17 1.482, H44 1.090, H45 1.092
17 N -3.30 1.28 -0.37  C16 1.482, C18 1.482, C21 1.480, H46 1.037
18 C -4.45 2.05 -0.90  N17 1.482, C19 1.534, H47 1.090, H48 1.092
19 C -5.66 1.81 0.01  C18 1.534, O20 1.414, H49 1.094, H50 1.098
20 O -5.65 0.42 0.29  C19 1.414, H51 0.962
21 C -2.30 0.92 -1.41  N17 1.480, C22 1.540, H52 1.091, H53 1.093
22 C -1.23 -0.01 -0.81  N14 1.434, C21 1.540, H54 1.088, H55 1.098
23 C 0.95 2.42 0.89  C13 1.405, C24 1.370, H56 1.077
24 C 2.22 2.93 0.82  C23 1.370, C25 1.396, H57 1.079
25 C 3.25 2.27 0.15  C11 1.423, C24 1.396, N26 1.417
26 N 4.53 2.87 0.20  C25 1.417, O27 1.215, O28 1.228
27 O 4.66 3.91 0.82  N26 1.215
28 O 5.47 2.33 -0.39  N26 1.228
29 C 1.62 -2.99 -0.08  C2 1.391, C6 1.389, H58 1.080
30 H -1.36 -4.39 -0.92  C1 1.087
31 H 0.13 -5.33 -0.86  C1 1.089
32 H -0.02 -4.01 -2.01  C1 1.089
33 H -1.49 -3.29 1.20  C3 1.081
34 H -0.49 -1.80 2.90  C4 1.080
35 H 1.86 -1.07 2.68  C5 1.078
36 H 4.31 -2.97 -0.53  C8 1.096
37 H 5.30 -1.63 0.10  C8 1.093
38 H 4.70 -1.21 -2.25  C9 1.092
39 H 2.97 -1.32 -1.88  C9 1.091
40 H 4.89 0.79 -1.06  N10 1.020
41 H 1.44 -0.38 -0.92  C12 1.075
42 H -1.05 1.44 2.17  C15 1.088
43 H -2.04 0.07 1.68  C15 1.098
44 H -3.35 2.19 1.53  C16 1.090
45 H -2.15 2.86 0.40  C16 1.092
46 H -3.73 0.41 -0.02  N17 1.037
47 H -4.20 3.11 -0.96  C18 1.090
48 H -4.67 1.68 -1.90  C18 1.092
49 H -6.57 2.11 -0.52  C19 1.094
50 H -5.59 2.39 0.93  C19 1.098
51 H -6.50 0.16 0.67  O20 0.962
52 H -2.81 0.41 -2.23  C21 1.091
53 H -1.84 1.83 -1.78  C21 1.093
54 H -0.49 -0.23 -1.58  C22 1.088
55 H -1.68 -0.95 -0.49  C22 1.098
56 H 0.20 2.97 1.42  C23 1.077
57 H 2.46 3.87 1.30  C24 1.079
58 H 2.20 -3.36 -0.92  C29 1.080

Summary:
HOMO-LUMO gap   7.9 eV
Structure (SMILES)   Cc1cccc(OCCNc2cc(N3CC[NH+](CCO)CC3)ccc2[N+](=O)[O-])c1
Net charge   +1
Highest occupied orbital energy   -10.48 eV

Least stable: version P

Version P
The following is a quantum chemistry calculation of a cluster of 2 separate species, C14H16 in total, from OMol25.

Each atom is followed by the atoms it is bonded to, with distances in Å.
Positions of all 30 atoms, in Å:
1 C -0.31 -1.01 -0.68  C2 1.507, H8 1.093, H9 1.100, H10 1.076
2 C -1.56 -0.27 -1.10  C1 1.507, C3 1.382, C7 1.410
3 C -1.97 0.86 -0.43  C2 1.382, C4 1.401, H11 1.089
4 C -3.26 1.41 -0.54  C3 1.401, C5 1.370, H12 1.080
5 C -4.10 0.84 -1.46  C4 1.370, C6 1.423, H13 1.082
6 C -3.68 -0.29 -2.22  C5 1.423, C7 1.378, H14 1.087
7 C -2.38 -0.74 -2.15  C2 1.410, C6 1.378, H15 1.094
8 H 0.49 -1.10 -1.41  C1 1.093
9 H -0.68 -2.04 -0.56  C1 1.100
10 H 0.18 -0.61 0.20  C1 1.076
11 H -1.28 1.04 0.39  C3 1.089
12 H -3.61 2.15 0.15  C4 1.080
13 H -5.15 1.06 -1.54  C5 1.082
14 H -4.31 -0.74 -2.98  C6 1.087
15 H -2.02 -1.48 -2.88  C7 1.094
16 C 1.45 -1.55 2.89  C17 1.528, H23 1.081, H24 1.093, H25 1.090
17 C 2.12 -0.63 1.87  C16 1.528, C18 1.394, C22 1.410
18 C 1.62 0.66 1.75  C17 1.394, C19 1.402, H26 1.086
19 C 2.04 1.48 0.69  C18 1.402, C20 1.388, H27 1.078
20 C 3.10 1.09 -0.12  C19 1.388, C21 1.395, H28 1.082
21 C 3.57 -0.22 -0.04  C20 1.395, C22 1.374, H29 1.086
22 C 3.15 -1.03 0.99  C17 1.410, C21 1.374, H30 1.088
23 H 0.39 -1.35 2.93  C16 1.081
24 H 1.79 -1.34 3.90  C16 1.093
25 H 1.65 -2.60 2.65  C16 1.090
26 H 0.98 1.03 2.55  C18 1.086
27 H 1.61 2.46 0.56  C19 1.078
28 H 3.44 1.77 -0.89  C20 1.082
29 H 4.17 -0.58 -0.86  C21 1.086
30 H 3.52 -2.05 1.05  C22 1.088

Summary:
HOMO-LUMO gap   9.7 eV
Structure (SMILES)   Cc1ccccc1.Cc1ccccc1
Net charge   0
Highest occupied orbital energy   -8.79 eV

Version Q
The following is a quantum chemistry calculation of a cluster of 2 separate species, C14H16 in total, from OMol25.

Each atom is followed by the atoms it is bonded to, with distances in Å.
Positions of all 30 atoms, in Å:
1 C -3.46 0.14 1.56  C2 1.483, H8 1.100, H9 1.093, H10 1.085
2 C -2.69 1.34 1.16  C1 1.483, C3 1.418, C7 1.387
3 C -1.29 1.33 1.39  C2 1.418, C4 1.356, H11 1.086
4 C -0.49 2.38 1.07  C3 1.356, C5 1.416, H12 1.080
5 C -1.05 3.44 0.32  C4 1.416, C6 1.364, H13 1.082
6 C -2.39 3.48 0.07  C5 1.364, C7 1.408, H14 1.083
7 C -3.23 2.43 0.50  C2 1.387, C6 1.408, H15 1.083
8 H -3.68 -0.55 0.73  C1 1.100
9 H -4.48 0.34 1.91  C1 1.093
10 H -2.93 -0.47 2.27  C1 1.085
11 H -0.91 0.42 1.84  C3 1.086
12 H 0.59 2.43 1.18  C4 1.080
13 H -0.37 4.23 0.06  C5 1.082
14 H -2.80 4.36 -0.41  C6 1.083
15 H -4.27 2.36 0.19  C7 1.083
16 C 1.84 -3.58 -2.23  C17 1.491, H23 1.090, H24 1.095, H25 1.091
17 C 2.17 -2.43 -1.34  C16 1.491, C18 1.408, C22 1.392
18 C 1.51 -2.31 -0.10  C17 1.408, C19 1.370, H26 1.083
19 C 1.71 -1.19 0.68  C18 1.370, C20 1.393, H27 1.085
20 C 2.58 -0.17 0.31  C19 1.393, C21 1.392, H28 1.078
21 C 3.28 -0.31 -0.88  C20 1.392, C22 1.386, H29 1.083
22 C 3.05 -1.41 -1.70  C17 1.392, C21 1.386, H30 1.084
23 H 2.12 -3.36 -3.26  C16 1.090
24 H 0.75 -3.74 -2.22  C16 1.095
25 H 2.23 -4.55 -1.92  C16 1.091
26 H 0.85 -3.11 0.21  C18 1.083
27 H 1.21 -1.17 1.64  C19 1.085
28 H 2.75 0.73 0.88  C20 1.078
29 H 3.89 0.49 -1.27  C21 1.083
30 H 3.54 -1.54 -2.65  C22 1.084

Summary:
HOMO-LUMO gap   9.8 eV
Structure (SMILES)   Cc1ccccc1.Cc1ccccc1
Net charge   0
Highest occupied orbital energy   -8.91 eV

Least stable: version P